ORCA calculation (the ωB97M-V functional and the def2-TZVPD basis) on a structure of composition C9H12F5N3O3RhSTe.

Summary:
LUMO energy (spin up / spin down): -4.2 / -6.7 eV
Frontier orbital gap (spin up / spin down): 7.997 / 6.170 eV
Multiplicity: 5
Total charge: +1
Calculated total energy: -2015.8191 a.u.

Last column: Mulliken charge in e.
Atoms and positions in Å:
Rh: -0.076 -0.666 -0.162  0.363
C: -1.370 -3.114 3.170  -1.417
C: -1.151 -2.425 1.873  0.790
N: -0.341 -1.446 1.702  0.209
O: 0.366 -0.991 2.766  -0.499
C: -1.873 -2.800 0.634  0.466
C: -2.886 -3.887 0.539  -1.467
N: -1.522 -2.078 -0.373  0.541
O: -1.883 -2.045 -1.570  -0.457
H: -0.446 -3.132 3.745  0.429
H: -1.725 -4.129 3.011  0.392
H: -2.119 -2.575 3.755  0.332
H: 1.047 -0.418 2.346  0.358
H: -3.644 -3.771 1.313  0.385
H: -2.410 -4.860 0.672  0.357
H: -3.369 -3.866 -0.435  0.366
F: 1.220 -0.069 -1.895  -0.516
Te: 2.856 -0.202 -0.685  1.660
F: 4.161 0.372 0.618  -0.419
F: 1.758 -2.003 -0.517  -0.516
F: 2.993 1.585 -1.272  -0.401
F: 3.818 -0.630 -2.283  -0.376
O: 1.453 0.347 0.571  -0.648
S: -1.367 1.143 -0.952  -0.136
C: -0.335 2.510 -1.257  0.710
N: 0.708 2.794 -0.450  0.132
C: 1.499 3.852 -0.618  -0.157
C: 1.250 4.747 -1.639  -0.580
C: 0.195 4.492 -2.499  -0.203
C: -0.603 3.370 -2.310  -0.634
H: 1.012 2.043 0.195  0.211
H: 2.337 3.934 0.059  0.453
H: 1.894 5.604 -1.768  0.422
H: -0.012 5.161 -3.323  0.422
H: -1.434 3.150 -2.964  0.426